[1]
A molecular structure, C6H13O2. Source: the Open Molecules 2025 dataset; level of theory: wB97M-V/def2-TZVPD.

The molar mass is 117.2 g/mol. The LUMO energy is 3.71 eV. For the HOMO-LUMO gap, the calculation gives 7.470 eV. Its total charge is -1. The strongest force on any atom comes out at 0.04031 Eh/bohr.

Each line ends with the natural charge from an NBO analysis.
Geometry (Å):
1 C 0.097 0.386 1.927  -0.0491
2 O 1.366 0.206 1.346  -0.8953
3 C -0.894 -0.626 1.293  -0.4331
4 C -1.598 -0.024 0.080  -0.3646
5 C -0.644 0.263 -1.116  -0.4745
6 C -0.900 -1.857 -2.477  -0.4523
7 C -0.191 -1.028 -1.725  -0.1367
8 H -0.264 1.424 1.851  0.1315
9 H 0.238 0.158 2.993  0.1242
10 H -0.301 -1.503 1.069  0.2108
11 H -1.644 -0.804 2.070  0.1730
12 H -2.416 -0.685 -0.224  0.1797
13 H -1.992 0.968 0.317  0.1899
14 H -1.209 0.939 -1.758  0.1915
15 H 0.226 0.769 -0.700  0.2626
16 H -1.859 -1.602 -2.918  0.1749
17 H -0.563 -2.875 -2.639  0.1825
18 H 0.727 -1.404 -1.280  0.2065
19 H 1.809 1.246 0.815  0.4843
20 H 2.532 1.750 -0.444  0.4160
21 O 2.338 2.227 0.375  -1.1219

[2]
A molecular structure, C38H58F5LuN4O5P2S2Se. Source: the Open Molecules 2025 dataset; level of theory: wB97M-V/def2-TZVPD.

The molar mass is 1125.9 g/mol. The LUMO energy (spin up / spin down) is 4.00 / 4.00 eV. For the HOMO-LUMO gap (spin up / spin down), the calculation gives 4.096 / 6.181 eV. Its total charge is -2. The strongest force on any atom comes out at 0.09740 Eh/bohr.

Each line ends with the Mulliken charge.
Geometry (Å):
1 Lu 0.740 1.462 0.656  0.8199
2 C 1.559 3.126 4.732  -2.1743
3 C 1.778 2.428 3.410  0.4357
4 O 0.744 2.003 2.714  -0.1261
5 C 3.176 2.234 3.028  0.9554
6 C 4.306 2.734 3.770  -0.8798
7 C 5.582 2.728 3.251  -0.5683
8 C 5.800 2.133 2.047  -0.4351
9 C 4.831 1.444 1.373  -0.8877
10 C 3.509 1.347 1.899  0.4026
11 O 2.623 0.448 1.469  -0.0929
12 H 0.515 3.276 4.869  0.3367
13 H 2.070 4.113 4.676  0.3715
14 H 2.080 2.568 5.544  0.3439
15 H 4.009 3.358 4.641  0.1193
16 H 6.474 3.074 3.836  0.2337
17 H 6.855 2.156 1.681  0.2410
18 H 5.073 0.874 0.494  0.3115
19 O 1.310 4.921 -0.659  -0.6603
20 S 1.206 3.605 -1.165  1.0820
21 O -0.101 2.940 -1.081  -0.9217
22 O 2.122 2.748 -0.264  -0.6044
23 S 2.111 3.657 -3.007  -0.3099
24 F 0.948 0.712 -8.833  -0.2668
25 C 0.159 0.932 -7.715  -0.0074
26 C -0.842 1.872 -7.618  0.1984
27 F -2.116 1.827 -8.020  -0.3515
28 C -0.386 2.957 -6.815  -0.0797
29 F -1.017 4.096 -7.012  -0.2675
30 C 0.288 2.478 -5.687  0.0740
31 Se 0.340 3.749 -4.340  0.1002
32 C 0.696 1.164 -5.322  0.2135
33 F 1.081 0.928 -3.953  0.0768
34 C 0.306 0.313 -6.396  -0.0593
35 F -0.655 -0.681 -6.220  -0.2907
36 N 0.149 -0.448 0.102  0.1843
37 P 0.342 -1.947 0.341  -1.4355
38 N -0.904 -2.799 -0.403  0.9519
39 C -1.642 -3.894 0.196  -0.3995
40 C -1.951 -5.062 -0.729  -0.7248
41 C -2.718 -4.565 -1.994  -0.8964
42 C -1.849 -3.393 -2.633  -0.9609
43 C -1.554 -2.329 -1.611  -0.0357
44 N 1.774 -2.656 -0.338  0.4827
45 C 2.021 -4.127 -0.342  0.5199
46 C 2.988 -4.430 -1.540  -1.1346
47 C 4.347 -3.744 -1.416  -0.6637
48 C 4.215 -2.455 -0.567  -0.9485
49 C 2.849 -1.757 -0.794  0.6441
50 N 0.378 -2.508 1.949  0.6863
51 C -0.700 -2.227 2.901  -0.1268
52 C -0.681 -3.206 4.083  -0.8274
53 C 0.720 -3.462 4.673  -1.0155
54 C 1.809 -3.651 3.600  -0.8548
55 C 1.697 -2.498 2.672  0.4056
56 H -2.643 -3.512 0.591  0.3028
57 H -1.064 -4.258 1.057  0.1145
58 H -2.519 -5.798 -0.194  0.4398
59 H -0.996 -5.565 -1.004  0.1920
60 H -3.725 -4.192 -1.739  0.3095
61 H -2.820 -5.371 -2.705  0.4670
62 H -2.386 -2.934 -3.467  0.3865
63 H -0.991 -3.909 -3.040  0.3151
64 H -2.556 -1.895 -1.407  -0.1041
65 H -1.005 -1.473 -2.084  0.2922
66 H 1.062 -4.656 -0.507  -0.4237
67 H 2.507 -4.550 0.558  0.0527
68 H 2.442 -4.180 -2.476  0.3466
69 H 3.172 -5.465 -1.488  0.5364
70 H 4.655 -3.566 -2.463  0.2720
71 H 5.062 -4.479 -1.001  0.3163
72 H 4.999 -1.699 -0.789  0.5239
73 H 4.344 -2.694 0.468  0.2948
74 H 2.670 -1.528 -1.856  0.3581
75 H 2.905 -0.782 -0.198  -0.8056
76 H -1.717 -2.301 2.484  0.0844
77 H -0.659 -1.184 3.243  0.2314
78 H -1.153 -4.164 3.751  0.2483
79 H -1.376 -2.799 4.818  0.4582
80 H 0.752 -4.300 5.350  0.4988
81 H 0.951 -2.636 5.338  0.3147
82 H 1.636 -4.644 3.168  0.2808
83 H 2.808 -3.546 4.064  0.3794
84 H 2.457 -2.612 1.931  -0.5091
85 H 1.834 -1.561 3.244  0.0718
86 C -4.184 0.356 1.342  -1.4238
87 C -3.768 1.833 1.482  0.1367
88 C -3.329 2.047 2.990  -1.4024
89 P -2.328 2.300 0.320  1.1783
90 C -2.996 2.327 -1.445  1.0525
91 C -2.830 1.057 -2.264  -1.2685
92 C -4.416 2.714 -1.491  -2.1602
93 C -2.486 4.197 0.625  0.6379
94 C -2.384 5.163 -0.570  -1.7222
95 C -1.495 4.540 1.727  -1.7673
96 H -5.235 0.201 1.648  0.3435
97 H -3.564 -0.295 1.952  0.2908
98 H -4.065 0.016 0.322  0.2702
99 H -4.590 2.525 1.209  0.6092
100 H -2.403 1.497 3.284  0.0892
101 H -4.163 1.743 3.623  0.5305
102 H -3.206 3.136 3.139  0.2767
103 H -2.392 3.119 -1.895  0.1600
104 H -3.352 0.212 -1.841  0.3140
105 H -1.760 0.846 -2.458  0.0329
106 H -3.319 1.188 -3.274  0.4335
107 H -5.039 1.896 -1.172  0.3328
108 H -4.705 2.914 -2.538  0.4738
109 H -4.665 3.620 -0.962  0.4078
110 H -3.541 4.255 1.014  0.5934
111 H -1.620 4.933 -1.301  0.2164
112 H -2.123 6.146 -0.094  0.4704
113 H -3.365 5.284 -1.064  0.3388
114 H -0.660 5.052 1.294  0.6462
115 H -1.118 3.622 2.179  0.2352
116 H -2.007 5.244 2.434  0.2442

[3]
A molecular structure, C19H23B2BrCaCl5MgO17. Source: the Open Molecules 2025 dataset; level of theory: wB97M-V/def2-TZVPD.

The molar mass is 866.6 g/mol. The LUMO energy is -7.68 eV. For the HOMO-LUMO gap, the calculation gives 2.831 eV. Its total charge is +1. The strongest force on any atom comes out at 0.07012 Eh/bohr.

Each line ends with the natural charge from an NBO analysis.
Geometry (Å):
1 C 0.522 0.188 1.832  -1.2350
2 B 1.964 -0.065 1.570  0.9734
3 O 2.548 -1.073 2.440  -0.8394
4 C 2.992 0.495 0.478  -0.2705
5 O 2.645 0.754 -0.895  -0.4600
6 C 3.450 1.773 -1.320  0.9574
7 O 3.235 2.480 -2.233  -0.4808
8 O 4.501 1.909 -0.401  -0.4830
9 C 3.915 1.664 0.777  0.0830
10 C 3.514 2.969 1.405  -0.6338
11 C 2.202 3.627 1.107  0.8023
12 O 2.006 4.657 1.721  -0.6088
13 O 1.451 3.084 0.210  -0.6104
14 H -0.175 0.350 0.857  0.3163
15 H 0.035 -0.636 2.366  0.2425
16 H 0.480 1.041 2.518  0.3076
17 H 2.360 -1.886 1.986  0.3437
18 H 3.710 -0.332 0.410  0.2034
19 H 4.670 1.220 1.428  0.2030
20 H 3.588 2.928 2.512  0.1905
21 H 4.257 3.683 0.993  0.1387
22 H 0.504 3.293 0.329  0.5572
23 Ca 0.900 -2.925 1.045  1.8441
24 O 0.827 -5.929 -0.258  -0.6558
25 C -0.326 -6.128 -0.569  0.8205
26 O -1.271 -5.239 -0.245  -0.5241
27 C -2.587 -5.750 -0.630  -0.0753
28 C -2.290 -6.777 -1.715  -0.4312
29 C -0.917 -7.314 -1.283  -0.5339
30 H -3.054 -6.188 0.250  0.2002
31 H -3.204 -4.928 -0.978  0.2236
32 H -3.054 -7.539 -1.801  0.2566
33 H -2.199 -6.282 -2.679  0.2235
34 H -1.000 -8.142 -0.577  0.2605
35 H -0.296 -7.605 -2.125  0.2649
36 B -3.295 0.512 5.446  1.1516
37 O -2.240 -0.562 5.483  -0.6002
38 C -1.885 -0.835 4.272  0.7010
39 O -1.045 -1.646 3.940  -0.6800
40 C -2.688 0.045 3.293  0.6739
41 O -2.572 0.014 2.098  -0.5750
42 O -3.486 0.808 3.996  -0.6179
43 O -4.530 0.058 6.069  -0.6644
44 C -4.833 0.879 7.083  0.6747
45 O -5.779 0.787 7.798  -0.5146
46 C -3.729 1.958 7.153  0.6761
47 O -3.658 2.856 7.929  -0.5235
48 O -2.852 1.698 6.175  -0.6733
49 C 2.181 5.474 -3.708  -0.4283
50 C 1.438 6.807 -3.741  -0.4315
51 C 1.293 7.031 -5.243  -0.0664
52 O 1.210 5.733 -5.840  -0.5351
53 C 1.569 4.732 -4.885  -0.0657
54 H 2.072 4.937 -2.768  0.2088
55 H 3.245 5.649 -3.878  0.2047
56 H 0.454 6.698 -3.280  0.1975
57 H 1.960 7.619 -3.237  0.2129
58 H 2.169 7.543 -5.654  0.1650
59 H 0.404 7.605 -5.502  0.1857
60 H 0.660 4.197 -4.586  0.1647
61 H 2.254 4.019 -5.343  0.1858
62 Cl 5.466 4.155 -1.198  -0.5679
63 C -4.808 -9.035 -4.332  -0.2286
64 Cl -4.215 -7.363 -4.303  0.0315
65 Cl -6.552 -9.032 -4.533  0.0853
66 Cl -4.053 -9.896 -5.666  0.0782
67 Cl -4.390 -9.831 -2.805  0.0414
68 Mg 4.834 4.510 2.239  1.6312
69 Br -0.501 0.501 -0.995  -0.6686

[4]
2 unconnected molecules or ions with the total composition C5H14. Source: the Open Molecules 2025 dataset; level of theory: wB97M-V/def2-TZVPD.

The molar mass is 74.2 g/mol. The spin multiplicity is 2. The LUMO energy (spin up / spin down) is 4.16 / 4.16 eV. For the HOMO-LUMO gap (spin up / spin down), the calculation gives 2.569 / 11.803 eV. As for the expectation value of S²: 0.750. Its total charge is -1. The strongest force on any atom comes out at 0.03405 Eh/bohr.

Each line ends with the Löwdin spin population.
Geometry (Å):
1 C -0.643 -2.236 1.339  0.1465
2 C -0.614 -2.413 -0.184  0.2714
3 H 0.387 -2.005 1.667  0.0264
4 H -1.298 -1.421 1.643  0.0168
5 H -0.872 -3.147 1.905  0.0277
6 H -1.585 -2.192 -0.626  0.0466
7 H -0.344 -3.461 -0.320  0.0535
8 H 0.215 -1.813 -0.555  0.0402
9 C -0.091 1.386 -0.550  0.0649
10 C 0.667 2.124 -1.645  0.1137
11 C 0.542 1.467 0.838  0.0690
12 H -1.078 1.838 -0.518  0.0163
13 H -0.305 0.363 -0.858  0.0148
14 H 0.567 3.209 -1.502  0.0118
15 H 0.500 1.807 -2.669  0.0311
16 H 0.225 0.604 1.415  0.0081
17 H 1.621 1.450 0.718  0.0165
18 H 1.746 2.030 -1.463  0.0144
19 H 0.360 2.410 1.365  0.0102

[5]
C5H8O in the gas phase. Source: the Open Molecules 2025 dataset; level of theory: wB97M-V/def2-TZVPD.

The molar mass is 84.1 g/mol. The LUMO energy is 1.02 eV. For the HOMO-LUMO gap, the calculation gives 10.276 eV. As for the structure (SMILES): C1=CCOCC1. The strongest force on any atom comes out at 0.06202 Eh/bohr.

Each line ends with the natural charge from an NBO analysis.
Geometry (Å):
1 C 1.248 0.579 -0.786  -0.0512
2 C 0.989 -0.905 -0.671  -0.4830
3 C -0.436 -1.303 0.215  -0.1939
4 C -1.258 -0.419 0.799  -0.2256
5 C -0.993 1.201 0.700  -0.0675
6 O 0.143 1.651 0.027  -0.5960
7 H 2.124 0.948 -0.261  0.2058
8 H 1.118 0.999 -1.781  0.2033
9 H 0.801 -1.403 -1.638  0.2208
10 H 1.773 -1.451 -0.118  0.2208
11 H -0.389 -2.389 0.119  0.2104
12 H -2.186 -0.553 1.397  0.2179
13 H -0.996 1.496 1.773  0.1707
14 H -1.937 1.550 0.225  0.1675

Q: strongest force on any atom of number 4 (C5H14)?
A: 0.03405 Eh/bohr